The following is a DFT calculation (ωB97M-V/def2-TZVPD) of one molecule with the formula C4H5NO.

The geometry in XYZ format:
```
11
Properties=species:S:1:pos:R:3:lowdin_charge:R:1
C -0.82451 -0.93023 -0.06218 -0.2140
H 1.64340 -0.23456 1.08410 0.1312
H -0.15062 1.52564 -0.57283 0.1246
H 0.70284 0.85792 2.09054 0.1217
H -0.90492 -2.33938 -1.58908 0.0558
C 0.77594 1.41554 0.03388 -0.2496
O 1.74425 2.10562 -0.14902 0.0586
H -1.99660 -0.83223 -1.77826 0.0559
C -1.26910 -1.39382 -1.20507 0.0108
C 0.71908 0.35227 1.11946 -0.1646
N -0.43976 -0.52677 1.02846 0.0697
```

The SMILES is C=C=NCC=O. As for the LUMO energy: 0.906 eV. For the molar mass, the calculation gives 83.09 g/mol. Its energy relative to the best compared isomer or geometry (same formula, charge and spin) is 45.5 kcal/mol. Its total charge is 0.


The following is a DFT calculation (ωB97M-V/def2-TZVPD) of C37H68BrFIN2O16S as an isolated structure in a non-equilibrium geometry.

The geometry in XYZ format:
```
127
Properties=species:S:1:pos:R:3:lowdin_charge:R:1
H -4.13537 -1.83196 -0.79128 0.0497
H -5.45885 -2.69657 0.02949 0.1195
H -1.95908 -1.15157 10.32277 0.1220
C -3.04333 -0.60126 -8.46271 -0.6058
C 2.20622 2.18789 -0.90187 -0.1664
H 0.86628 3.49592 1.03466 0.1457
H 5.24114 -1.03718 4.55742 0.0824
C -3.80698 -2.14865 1.44641 -0.2006
C 0.46602 0.51858 2.44186 -0.2755
H 1.03890 -1.94972 -2.66715 0.1187
H -6.03769 -0.32145 2.44709 0.0790
H -0.22342 1.25692 -6.20234 0.0816
H 5.63654 5.20564 -7.25156 0.0822
H 5.01809 2.82938 -7.84908 0.1256
H -0.17170 -0.31850 -4.07737 0.0505
C 0.43061 1.85642 -6.83385 -0.0332
C 3.62378 2.93703 -0.85852 -0.1819
O -1.75626 -0.77357 -8.78777 -0.0069
C 2.65551 2.50681 -6.93990 -0.6053
C -5.11991 -1.52245 -6.42204 -0.0626
H 1.65929 -0.75190 -1.51907 0.0917
C -4.42829 -0.18701 -6.61625 -0.2123
C 4.20159 0.04831 2.97189 -0.1932
C 1.40448 -2.72992 7.28688 -0.0476
H 4.95380 0.85029 3.20612 0.1158
H -5.01468 0.48173 -7.24922 0.1261
C 0.36509 -2.01761 2.81661 -0.2292
H 1.14372 -1.96487 3.59817 0.1299
H 6.60168 1.02327 0.59758 0.0521
O -0.05329 -2.00332 10.34734 0.0434
H -1.89570 -3.05150 1.83867 0.1066
H 2.66928 2.03513 1.21944 0.1249
O -3.97536 -0.67097 -9.21703 0.1339
C 0.49867 1.33273 1.01760 -0.2394
H -1.05022 4.62287 1.30099 0.1393
H 0.76627 2.41020 3.43283 0.1425
H -1.82524 0.81688 -1.91369 0.0865
H -0.29326 2.94770 -0.16880 0.1408
H 2.97745 -1.75774 1.22937 0.0974
O 1.24162 -2.39902 8.66367 0.0116
H -1.04211 3.69459 2.76934 0.1147
H -1.40897 -3.84392 11.69962 0.0850
C 0.93860 -2.93734 1.56984 -0.1693
H -1.20209 -1.35152 11.89400 0.1251
H 0.11880 1.04313 -2.83030 0.0739
H -0.31759 1.27781 5.63724 0.0595
O -6.63805 -0.65058 1.74903 -0.1660
O 2.29353 -3.45336 1.73801 -0.1193
H -6.08302 -1.38880 -5.92718 0.0825
C -0.01836 2.79834 0.91816 -0.0919
H -0.90101 1.87702 3.65866 0.0983
H -4.14436 -1.57163 2.33350 0.0651
H 5.33496 -1.92896 2.99458 0.0813
H -4.50085 -2.19060 -5.81898 0.0752
H -4.09621 -3.20967 1.71006 0.1321
H 1.46658 0.27368 -3.69345 0.0846
O -3.10764 -0.36220 -7.14797 0.0216
H 5.76649 2.94754 -6.26535 0.1216
C -0.03322 -2.22389 9.03392 -0.6040
C -0.49524 -1.43222 -1.23191 -0.5013
C -2.14242 0.48620 -0.89447 -0.0329
H -2.21808 -2.71414 0.16705 0.1014
O 0.08692 0.58923 -0.13438 -0.0992
I -1.76142 -0.90597 4.06260 1.4475
F -2.48186 3.24632 1.36421 -0.0570
H -2.21916 1.46143 -0.32878 0.0891
C 2.14734 -2.27834 0.70950 0.0158
Br -1.92309 -1.95112 -2.55073 0.8011
H 2.32462 1.46847 -1.75700 0.1039
O 3.76341 2.60259 -6.19722 0.0269
O -0.99125 -2.28116 8.30529 0.1063
H -0.47517 -1.09232 -10.34535 0.0937
O -5.00438 0.86081 0.57912 -0.3089
H 0.18320 -3.58275 0.99269 0.1496
H -4.31214 0.30564 -5.64976 0.1192
N -0.35811 -0.79615 2.38865 -0.2012
C -2.25146 -2.21157 1.17839 -0.1301
C 2.03944 1.46982 0.49017 -0.0946
C -0.97660 -0.33091 -0.15164 -0.3517
C -4.70686 -1.86936 0.16601 -0.1947
C 4.66227 -1.30752 3.63090 -0.0945
H 1.28803 1.59216 5.38725 0.0797
C 2.74803 0.48729 3.46775 -0.2194
H 1.48896 2.96690 -1.21840 0.1072
C 0.15177 1.47900 3.62806 -0.2642
O 1.70233 1.94146 -6.18800 -0.0109
H -2.10786 0.97212 1.66317 0.0818
H 1.03270 -3.73858 7.09993 0.1024
C -2.04481 -3.16618 11.12704 -0.0631
H 3.58650 3.87636 -0.25072 0.1205
H 4.13515 0.01356 1.85629 0.0718
O 2.52620 2.88224 -8.07349 0.1338
H 2.37346 -2.73643 -0.27848 0.1118
H 4.56553 5.10905 -5.83747 0.0788
H -3.14103 0.02142 -0.83849 0.0437
H -2.24983 -3.64998 10.17071 0.0740
H -1.90770 -2.13394 -10.34336 0.1003
H -0.25393 -2.42343 -0.78834 0.0564
N 0.46902 1.12343 5.01483 -0.0306
H 0.50967 1.37287 -7.80689 0.0960
C 4.88324 3.22633 -6.84116 -0.2129
C -1.13598 3.55019 1.65683 -0.1905
H -0.28425 -2.83189 3.24731 0.0658
S -5.77851 -0.36720 0.35447 0.6742
O -2.42745 0.05325 1.67344 -0.1914
H -2.98954 -3.03503 11.65628 0.0832
C 4.73843 4.73526 -6.84897 -0.0655
O -6.73647 -0.32267 -0.75071 -0.2868
O 1.80274 0.07968 2.52672 -0.1562
C 5.73890 1.43941 0.04774 0.0844
H -5.29034 -2.02045 -7.37757 0.0777
H 3.81099 3.26416 -1.91729 0.1152
C -1.35492 -1.83134 10.92710 -0.2081
C -1.39736 -0.88882 1.26343 -0.3609
H 0.89684 -2.00893 6.64288 0.0739
H -2.03684 -0.41335 -10.82569 0.0985
H 3.77664 -1.89778 3.98224 0.0638
H 2.44846 0.45164 0.25168 0.1106
C -1.54719 -1.12154 -10.15787 -0.0385
C 0.45729 0.05046 -3.23750 -0.1342
H 2.84763 1.58674 3.71171 0.1342
H 3.88595 5.04486 -7.45539 0.0763
C 0.73970 -1.01346 -2.10928 -0.2741
H -0.00062 2.85323 -6.93586 0.1031
C 4.78543 2.00007 -0.48320 -0.1232
H 2.47055 -2.70403 7.06582 0.0941
H 2.60916 -0.04874 4.45368 0.1192
```

As for the LUMO energy: -5.009 eV. For the molar mass, the calculation gives 1054.82 g/mol. Its total charge is +1.


The following is a DFT calculation (ωB97M-V/def2-TZVPD) of a 2-piece molecular cluster, C2H3O3S overall in a non-equilibrium geometry.

The geometry in XYZ format:
```
9
Properties=species:S:1:pos:R:3:lowdin_charge:R:1
S -1.30001 -0.01267 -0.09179 0.6197
C 1.52214 1.72771 -0.22583 -0.5571
C 0.20336 -0.35732 0.34258 -0.7079
H 0.84528 -0.82118 -0.50180 0.0017
O 1.35544 2.12477 0.83935 0.1524
O 1.97417 1.43059 -1.23347 0.1631
H 0.52101 -0.42730 1.40902 -0.0094
O -2.60510 -1.41878 0.04168 -0.6538
H -2.51629 -2.24582 -0.57974 -0.0086
```

As for the LUMO energy: 3.627 eV. For the molar mass, the calculation gives 107.11 g/mol. Its energy relative to the best compared isomer or geometry (same formula, charge and spin) is 53.8 kcal/mol. Its total charge is -1.


The following is a DFT calculation (ωB97M-V/def2-TZVPD) of a 9-piece molecular cluster, C21H60O9 overall in a non-equilibrium geometry.

The geometry in XYZ format:
```
90
Properties=species:S:1:pos:R:3:lowdin_charge:R:1
H -15.76326 -17.84274 3.52078 0.0573
C -20.59477 -13.97103 9.07045 -0.4195
H -15.94862 -19.90256 10.09412 0.0791
H -19.89291 -16.98080 3.95560 0.0557
C -19.68441 -13.62377 3.09876 -0.0399
H -12.79701 -15.52204 6.47285 0.0828
H -18.81924 -22.05542 6.90529 0.0699
H -13.42403 -18.08573 8.05026 0.1361
H -18.51276 -15.91860 3.82996 0.0717
C -13.51528 -19.22261 3.01325 -0.0413
H -17.04886 -20.15234 3.40594 0.0612
H -16.10101 -17.02574 2.04807 0.0825
C -17.70552 -19.99185 4.26100 -0.0439
H -22.50697 -14.75213 8.19057 0.0723
H -19.02567 -14.76634 5.55225 0.0531
H -15.18128 -16.87507 8.43314 0.0380
H -12.14752 -16.48571 9.65006 0.0808
H -14.59435 -18.94188 10.08880 0.0708
H -19.90817 -21.22992 5.65450 0.0752
H -21.03151 -15.35997 7.56607 0.0406
C -19.51047 -16.10444 3.43230 -0.0525
O -14.67171 -16.49185 7.71545 -0.0865
C -21.82245 -18.12364 5.82604 -0.1500
O -16.37411 -17.87517 9.65881 -0.1171
H -20.47301 -13.31824 2.41111 0.0712
H -21.73365 -13.72811 11.01417 0.0708
H -22.84133 -19.44483 6.94006 0.0700
H -18.77543 -14.73452 8.70506 0.0629
H -21.78242 -18.12222 4.73678 0.0739
C -17.81777 -21.30139 5.07624 -0.4839
O -15.17185 -19.43730 1.31215 -0.0628
H -17.30151 -17.17300 5.56860 0.0583
H -21.27939 -14.92472 3.83188 0.1369
H -17.69431 -22.14313 3.35261 0.0873
H -22.00124 -17.12232 6.21781 0.0698
H -12.50115 -17.09139 5.86461 0.0612
H -13.17572 -18.67543 3.89269 0.0595
H -15.59035 -13.27315 5.80031 0.0769
H -20.99878 -18.61542 6.34355 0.0717
H -18.73426 -13.67974 2.56754 0.0644
H -22.12302 -12.54402 9.78204 0.0713
H -15.87681 -18.83436 11.41538 0.0909
H -15.06191 -19.27450 0.37247 0.0847
O -18.12094 -22.31672 4.19491 -0.0426
C -18.95197 -21.25527 6.17711 -0.0343
C -15.65103 -18.88574 10.35026 -0.1393
H -20.66450 -12.41450 10.69913 0.0617
H -13.77825 -18.02547 1.21731 0.1322
C -16.38998 -12.69889 5.33242 -0.0710
C -21.51275 -15.07334 8.50114 -0.0820
H -16.85631 -21.51783 5.54190 0.1250
H -18.93390 -20.35242 6.78756 0.0565
C -12.53743 -16.52953 6.79794 -0.0348
H -12.56677 -19.48859 2.54669 0.0745
O -19.95173 -14.78339 5.29983 -0.0529
H -13.86962 -16.66387 10.05530 0.0671
C -15.14418 -11.67191 3.37562 -0.0464
H -13.27008 -15.24861 9.21203 0.0936
C -15.98387 -11.37844 4.70083 -0.4815
H -15.10201 -10.78443 2.74421 0.0665
C -20.19757 -14.85304 3.94432 -0.4866
H -18.63647 -19.70004 3.77492 0.0861
H -19.45887 -12.84533 3.82763 0.0651
H -20.24067 -13.35332 8.24514 0.1302
C -13.39895 -17.00004 7.95676 -0.4781
H -21.72630 -15.98278 9.06277 0.0826
H -11.47992 -16.46197 7.05330 0.0775
C -17.78785 -16.83913 6.48517 -0.1716
H -17.28409 -19.16983 4.83961 0.0506
H -16.60117 -17.25600 10.35644 0.0945
H -16.47301 -15.66587 7.07737 0.0532
O -15.23442 -10.56990 5.54343 -0.0367
O -23.00196 -18.70763 6.34649 -0.1323
H -14.13477 -12.02016 3.59451 0.0707
H -16.98634 -13.34379 4.68701 0.0604
H -15.66933 -12.39129 2.74729 0.0611
H -16.88702 -10.85564 4.38602 0.1349
C -21.31070 -13.13759 10.20146 -0.0425
H -19.55891 -16.23057 2.35071 0.0881
O -17.34978 -15.54566 6.70533 -0.1129
H -14.38997 -10.95914 5.78218 0.0919
H -17.02760 -12.50114 6.19406 0.0785
O -19.49097 -14.83122 9.33771 -0.0809
C -13.16557 -16.33057 9.29285 -0.0553
H -18.85954 -17.01031 6.38381 0.0787
H -14.00447 -20.12367 3.38321 0.0807
C -15.27947 -17.44593 2.62826 -0.0591
H -14.62752 -16.64000 2.96520 0.0828
C -14.38573 -18.46692 2.00736 -0.4889
H -17.40389 -17.49741 7.26450 0.0734
```

The SMILES is CC(C)O.CC(C)O.CC(C)O.CC(C)O.CC(C)O.CC(C)O.CO.CO.CO. As for the LUMO energy: 0.403 eV. For the molar mass, the calculation gives 456.70 g/mol. Its energy relative to the best compared isomer or geometry (same formula, charge and spin) is 96.4 kcal/mol. Its total charge is 0.


Which of these has the lowest total charge? C2H3O3S